Entry 1:
ORCA calculation (ωB97M-V with the def2-TZVPD basis set) on a molecular structure, C37H54CdN13O3P2S.

Last column: Mulliken charge in e.
Cartesian coordinates (Å):
Cd  -0.479  -0.929  -0.271  3.40
C  0.344  5.210  -1.496  -1.10
N  0.779  4.068  -0.692  0.45
C  2.180  3.686  -0.911  -0.82
P  -0.245  2.912  -0.129  -0.95
O  0.300  1.544  -0.121  0.09
O  -1.522  3.070  -1.134  0.74
P  -2.483  1.924  -1.720  -2.16
O  -2.249  0.581  -1.145  -0.08
N  -2.124  1.992  -3.324  0.69
C  -1.847  3.243  -4.038  -1.10
C  -2.795  0.983  -4.158  -0.77
N  -4.012  2.435  -1.426  0.51
C  -4.762  1.895  -0.287  -0.42
C  -4.417  3.783  -1.815  -0.90
N  -0.800  3.381  1.346  0.37
C  -1.341  4.731  1.505  -0.80
C  -1.511  2.366  2.138  -0.47
H  0.880  6.107  -1.180  0.36
H  -0.723  5.389  -1.383  0.38
H  0.554  5.045  -2.558  0.32
H  2.830  4.521  -0.647  0.44
H  2.360  3.423  -1.959  0.33
H  2.438  2.828  -0.293  0.03
H  -1.474  4.001  -3.354  0.29
H  -2.739  3.622  -4.547  0.34
H  -1.084  3.061  -4.795  0.32
H  -2.908  0.051  -3.607  0.06
H  -2.182  0.789  -5.039  0.41
H  -3.782  1.320  -4.490  0.31
H  -4.379  0.914  -0.019  -0.20
H  -5.814  1.800  -0.559  0.37
H  -4.693  2.551  0.588  0.29
H  -3.852  4.131  -2.678  0.24
H  -4.270  4.495  -0.996  0.27
H  -5.474  3.781  -2.081  0.34
H  -0.730  5.454  0.967  0.25
H  -1.322  4.996  2.562  0.36
H  -2.378  4.802  1.152  0.21
H  -1.062  1.389  1.997  -0.25
H  -2.574  2.306  1.869  0.04
H  -1.438  2.629  3.194  0.53
S  0.821  -3.398  -1.688  -0.42
C  1.928  -3.490  -0.432  0.11
N  3.271  -3.441  -0.705  0.10
C  4.225  -3.444  0.251  -0.12
C  3.861  -3.524  1.555  -0.80
C  2.480  -3.612  1.805  -0.10
N  1.565  -3.603  0.862  -0.24
H  3.529  -3.344  -1.674  0.32
H  5.247  -3.367  -0.083  0.45
H  4.592  -3.522  2.348  0.46
H  2.106  -3.688  2.825  0.45
C  -3.304  -2.018  0.630  -0.16
N  -2.493  -2.421  -0.550  0.86
C  -3.327  -2.224  -1.761  -0.22
N  -4.567  -2.991  -1.707  0.06
C  -5.316  -2.563  -0.517  -0.63
N  -4.551  -2.768  0.719  0.14
C  -4.219  -4.197  0.819  -0.65
N  -3.442  -4.657  -0.339  0.13
C  -2.214  -3.875  -0.426  -0.92
C  -4.236  -4.415  -1.548  -0.72
H  -3.521  -0.953  0.546  -0.77
H  -2.713  -2.178  1.529  0.26
H  -2.749  -2.534  -2.635  0.31
H  -3.569  -1.168  -1.839  -0.37
H  -6.241  -3.137  -0.457  0.37
H  -5.567  -1.505  -0.614  0.25
H  -5.143  -4.771  0.877  0.35
H  -3.640  -4.366  1.728  0.33
H  -1.642  -4.197  -1.290  0.29
H  -1.612  -4.037  0.468  0.04
H  -5.162  -4.986  -1.483  0.35
H  -3.677  -4.754  -2.422  0.34
C  3.206  0.280  -2.913  -1.37
C  1.990  -0.214  -2.474  -0.87
N  1.699  -0.330  -1.180  0.92
C  2.615  0.029  -0.280  -0.74
C  3.886  0.465  -0.620  0.56
C  4.165  0.618  -1.975  0.22
C  4.839  0.824  0.456  -1.00
C  6.127  0.506  0.616  -0.93
C  7.007  -0.417  -0.142  0.93
C  8.370  -0.405  0.130  -0.78
C  9.181  -1.269  -0.585  -0.24
N  8.696  -2.114  -1.492  -0.58
C  7.379  -2.075  -1.663  -0.12
N  6.510  -1.279  -1.043  -0.24
H  3.396  0.390  -3.973  0.49
H  1.229  -0.537  -3.175  0.42
H  2.321  -0.060  0.765  0.45
H  5.127  1.003  -2.288  0.55
H  4.409  1.463  1.224  0.42
H  6.633  0.970  1.458  0.29
H  8.782  0.265  0.876  0.40
H  10.255  -1.286  -0.434  0.40
H  6.968  -2.768  -2.393  0.40
C  -0.398  -0.997  1.811  -1.50
C  -0.383  -0.980  3.026  0.32
C  -0.365  -0.927  4.467  0.20
C  -1.121  -1.821  5.230  -0.23
C  -1.114  -1.741  6.615  -0.67
C  -0.355  -0.771  7.258  -0.48
C  0.405  0.117  6.508  -0.67
C  0.403  0.042  5.123  -0.23
H  -1.715  -2.576  4.728  0.51
H  -1.706  -2.439  7.196  0.40
H  -0.356  -0.708  8.340  0.40
H  1.002  0.874  7.006  0.39
H  0.991  0.736  4.534  0.45

Output
HOMO energy, eV: -10.01
2S+1: 1
Relative energy (zero: lowest compared OMol25 entry of this formula, charge and spin), eV: 0.000
Electronic energy, eV: -98734.8471
Net charge: +1

Entry 2:
ORCA calculation (ωB97M-V with the def2-TZVPD basis set) on 14 unconnected molecules or ions with the total composition C37H54Cl26F4N3O5PS2.

Last column: Mulliken charge in e.
Cartesian coordinates (Å):
C  6.653  -0.780  -2.808  -0.59
C  5.794  0.191  -3.121  -1.53
C  4.580  0.392  -2.254  0.81
C  3.473  -0.380  -2.505  -0.90
C  2.326  -0.254  -1.755  -0.97
C  2.319  0.702  -0.765  1.07
C  3.434  1.477  -0.509  0.18
O  3.405  2.413  0.522  -0.37
N  3.534  3.774  0.088  0.17
O  2.916  3.989  -0.876  -0.26
C  4.611  1.333  -1.237  0.44
C  5.881  2.133  -0.976  -1.01
C  6.765  1.404  0.079  -0.93
C  6.676  1.953  1.496  0.85
F  5.798  1.252  2.232  -0.23
F  6.378  3.256  1.578  -0.28
F  7.877  1.797  2.132  -0.32
S  0.847  0.962  0.214  -0.15
C  -0.399  0.245  -0.863  1.01
C  -1.684  0.657  -0.608  -0.39
O  -1.898  1.583  0.392  -0.67
C  -1.852  2.924  -0.206  -0.73
C  -3.001  3.812  0.308  -0.45
C  -3.788  4.526  -0.832  -1.01
C  -2.736  0.133  -1.341  0.21
C  -4.111  0.621  -0.919  2.05
C  -4.684  -0.234  0.246  -1.14
F  -5.022  0.783  -1.958  -0.33
C  -2.437  -0.793  -2.344  0.82
C  -3.598  -1.393  -3.157  -0.38
C  -4.031  -0.511  -4.344  -1.48
C  -1.115  -1.202  -2.602  0.66
P  -0.878  -2.448  -3.917  0.18
N  -1.629  -2.131  -5.236  -0.45
O  -1.379  -3.837  -3.261  -0.53
O  0.684  -2.643  -4.305  -0.46
C  -0.063  -0.667  -1.830  -0.94
N  1.257  -1.147  -2.097  0.64
S  1.488  -2.654  -1.228  -0.14
H  7.710  -0.736  -3.075  0.30
H  6.324  -1.664  -2.236  0.38
H  5.986  0.838  -3.981  0.43
H  3.541  -1.095  -3.321  0.57
H  5.696  3.178  -0.725  0.76
H  6.464  2.101  -1.900  0.50
H  6.491  0.346  0.146  0.40
H  7.824  1.413  -0.206  0.42
H  -0.894  3.355  0.100  0.44
H  -1.929  2.831  -1.293  0.36
H  -2.648  4.559  1.027  0.51
H  -3.729  3.193  0.846  0.20
H  -3.653  5.611  -0.819  0.33
H  -4.865  4.351  -0.708  0.17
H  -3.538  4.106  -1.813  0.33
H  -3.962  1.615  -0.493  -1.23
H  -4.718  0.393  1.145  0.31
H  -5.694  -0.583  0.045  0.08
H  -3.974  -1.037  0.460  0.31
H  -3.410  -2.429  -3.422  0.33
H  -4.449  -1.418  -2.467  -0.19
H  -3.474  -0.696  -5.262  0.33
H  -4.029  0.553  -4.096  0.28
H  -5.081  -0.765  -4.564  0.33
H  -0.986  -2.084  -6.020  0.14
H  -1.991  -4.261  -3.880  0.34
H  1.030  -3.447  -3.895  0.28
H  2.315  -3.298  -2.091  0.10
C  -6.832  -3.620  -2.457  -0.37
Cl  -7.168  -2.163  -1.525  -0.03
Cl  -5.134  -4.093  -2.320  -0.12
H  -7.456  -4.426  -2.086  0.25
H  -7.056  -3.425  -3.500  0.30
C  7.558  -4.428  -1.046  -0.34
Cl  7.891  -2.805  -1.670  -0.11
Cl  5.916  -4.945  -1.454  -0.15
H  8.264  -5.127  -1.481  0.31
H  7.663  -4.417  0.033  0.29
C  3.385  0.804  4.827  -0.17
Cl  2.910  0.905  3.131  -0.04
Cl  1.985  0.581  5.889  -0.18
H  4.052  -0.038  4.953  0.02
H  3.889  1.723  5.105  0.34
C  3.017  -0.530  9.396  0.11
Cl  4.761  -0.765  9.576  -0.16
Cl  2.106  -1.548  10.517  -0.16
H  2.783  0.510  9.597  0.29
H  2.731  -0.786  8.382  -0.09
C  -8.645  0.878  -0.444  -0.01
Cl  -8.467  -0.051  1.056  -0.18
Cl  -8.182  2.566  -0.216  -0.12
H  -8.007  0.442  -1.204  -0.07
H  -9.682  0.838  -0.759  0.36
C  4.592  -3.278  5.170  -0.31
Cl  5.529  -4.675  5.711  -0.16
Cl  4.381  -2.100  6.471  -0.07
H  5.116  -2.802  4.348  0.25
H  3.615  -3.616  4.842  0.31
C  -10.666  -3.366  0.940  0.15
Cl  -10.769  -4.314  2.426  -0.16
Cl  -9.955  -4.302  -0.382  -0.15
H  -11.664  -3.059  0.650  0.28
H  -10.045  -2.495  1.121  -0.12
C  -3.136  -3.062  -8.059  0.14
Cl  -2.800  -1.447  -8.691  -0.16
Cl  -4.764  -3.608  -8.489  -0.18
H  -2.414  -3.756  -8.475  0.30
H  -3.047  -3.032  -6.977  -0.10
C  -10.207  6.287  -0.819  -0.34
Cl  -8.475  6.020  -0.610  -0.10
Cl  -11.157  5.288  0.289  -0.14
H  -10.426  7.331  -0.624  0.31
H  -10.479  6.033  -1.837  0.27
C  11.403  1.196  2.302  0.32
Cl  12.038  0.239  0.956  -0.16
Cl  11.702  0.402  3.854  -0.18
H  11.890  2.161  2.304  0.19
H  10.333  1.319  2.171  -0.15
C  4.818  -6.713  8.938  -0.15
Cl  4.274  -5.220  9.707  -0.11
Cl  4.000  -8.132  9.607  -0.17
H  4.604  -6.656  7.876  0.15
H  5.885  -6.819  9.097  0.28
C  -14.481  4.957  1.986  0.04
Cl  -14.010  3.323  2.472  -0.15
Cl  -16.058  4.972  1.187  -0.16
H  -14.532  5.582  2.871  0.27
H  -13.738  5.344  1.298  0.00
C  12.753  3.949  -0.922  -0.25
Cl  12.072  3.964  -2.552  -0.15
Cl  11.498  3.749  0.307  -0.12
H  13.452  3.123  -0.842  0.23
H  13.264  4.889  -0.748  0.30

Output
HOMO energy, eV: -8.11
2S+1: 1
Electronic energy, eV: -421361.6093

Entry 3:
ORCA calculation (ωB97M-V with the def2-TZVPD basis set) on a molecular structure, C37H54NP3PdSSi.

Last column: Mulliken charge in e.
Cartesian coordinates (Å):
Pd  -0.951  0.084  -0.913  -1.05
C  4.142  -0.640  1.993  -1.47
C  4.259  -0.410  0.488  0.22
C  4.741  1.017  0.219  -1.31
P  2.667  -0.664  -0.459  1.66
C  3.446  -1.217  -2.059  0.99
C  2.571  -0.995  -3.291  -1.48
C  4.097  -2.595  -2.149  -2.01
C  1.942  -2.046  0.507  -0.24
C  2.533  -3.297  0.640  -0.83
C  2.110  -4.196  1.609  -0.98
C  1.107  -3.834  2.489  -0.77
C  0.490  -2.601  2.348  -0.70
C  0.863  -1.697  1.347  1.27
Si  -0.169  -0.106  1.222  1.54
C  0.786  1.447  1.721  0.88
C  1.456  1.595  2.935  -0.95
C  2.214  2.727  3.196  -0.74
C  2.315  3.731  2.239  -1.32
C  1.637  3.612  1.035  -0.42
C  0.867  2.483  0.777  -0.33
P  -0.182  2.226  -0.697  1.02
C  -1.577  3.389  -0.317  1.01
C  -2.596  3.440  -1.455  -1.48
C  -1.191  4.802  0.098  -1.53
C  0.687  3.006  -2.136  0.82
C  2.188  2.732  -2.142  -1.61
C  0.063  2.461  -3.429  -1.54
C  -1.648  -0.371  2.377  -0.43
C  -1.637  -0.072  3.743  -0.33
C  -2.714  -0.401  4.548  -0.87
C  -3.819  -1.050  4.003  -0.87
C  -3.850  -1.341  2.650  -0.71
C  -2.778  -0.985  1.834  0.22
P  -2.751  -1.177  0.010  0.87
C  -4.304  -0.342  -0.554  1.01
C  -4.499  0.976  0.203  -1.46
C  -4.253  -0.095  -2.066  -1.26
C  -3.083  -2.975  -0.224  0.51
C  -1.884  -3.794  0.238  -1.25
C  -3.497  -3.340  -1.653  -1.53
H  5.091  -0.396  2.478  0.51
H  3.891  -1.669  2.245  0.26
H  3.380  0.006  2.420  0.19
H  4.997  -1.116  0.090  0.61
H  4.043  1.735  0.661  0.16
H  4.822  1.252  -0.844  0.27
H  5.725  1.180  0.667  0.48
H  4.256  -0.474  -2.100  0.20
H  1.983  -1.880  -3.505  0.17
H  3.208  -0.808  -4.160  0.44
H  1.886  -0.154  -3.179  0.13
H  3.335  -3.377  -2.134  0.42
H  4.825  -2.785  -1.358  0.35
H  4.625  -2.679  -3.102  0.45
H  3.362  -3.572  0.007  0.27
H  2.590  -5.163  1.690  0.42
H  0.789  -4.513  3.270  0.38
H  -0.320  -2.354  3.025  0.35
H  1.416  0.804  3.678  0.34
H  2.740  2.823  4.137  0.42
H  2.917  4.609  2.434  0.42
H  1.705  4.405  0.300  0.54
H  -2.040  2.897  0.546  0.08
H  -2.225  4.073  -2.265  0.45
H  -3.532  3.879  -1.103  0.43
H  -2.829  2.461  -1.873  -0.01
H  -0.674  5.339  -0.701  0.28
H  -0.565  4.826  0.988  0.36
H  -2.103  5.361  0.319  0.47
H  0.518  4.087  -2.086  0.53
H  2.378  1.658  -2.140  0.18
H  2.712  3.156  -1.286  0.31
H  2.626  3.151  -3.051  0.59
H  0.184  1.376  -3.475  0.09
H  0.567  2.898  -4.294  0.50
H  -1.001  2.672  -3.520  0.32
H  -0.778  0.426  4.185  0.33
H  -2.696  -0.161  5.604  0.43
H  -4.659  -1.314  4.632  0.42
H  -4.725  -1.823  2.229  0.40
H  -5.129  -1.024  -0.329  0.77
H  -4.995  1.707  -0.439  0.45
H  -3.541  1.402  0.505  0.01
H  -5.095  0.851  1.107  0.32
H  -3.458  0.620  -2.290  -0.13
H  -5.197  0.329  -2.412  0.51
H  -4.045  -0.990  -2.646  0.30
H  -3.929  -3.197  0.438  0.47
H  -0.984  -3.556  -0.338  0.10
H  -2.090  -4.856  0.098  0.56
H  -1.674  -3.628  1.294  0.19
H  -2.763  -3.017  -2.387  0.11
H  -4.469  -2.919  -1.911  0.40
H  -3.580  -4.425  -1.729  0.44
S  -0.107  -3.866  -3.688  -0.42
C  -0.460  -2.395  -3.054  0.23
N  -0.705  -1.359  -2.572  -0.82

Output
HOMO energy, eV: -7.11
2S+1: 1
Relative energy (zero: lowest compared OMol25 entry of this formula, charge and spin), eV: 0.000
Electronic energy, eV: -90798.3553

Entry 4:
ORCA calculation (ωB97M-V with the def2-TZVPD basis set) on a molecular structure, C37H55AsN2O8ReSSe.

Last column: Mulliken spin population.
Cartesian coordinates (Å):
Re  0.356  0.721  -0.474  2.32
C  -2.550  -4.469  4.102  0.00
C  -1.094  -4.055  4.350  0.00
C  -1.029  -3.134  5.576  0.00
C  -0.283  -5.316  4.649  0.00
C  -0.560  -3.300  3.134  0.01
C  -1.211  -2.158  2.688  -0.01
C  -0.716  -1.459  1.603  0.01
Se  -1.571  0.177  1.058  -0.03
C  -0.765  1.276  2.420  0.08
C  -1.530  1.756  3.463  -0.01
C  -0.922  2.480  4.482  0.01
C  0.459  2.649  4.408  0.00
C  1.257  2.175  3.369  -0.01
C  0.611  1.497  2.323  0.02
O  1.284  1.042  1.253  0.06
C  2.773  2.378  3.358  0.00
C  3.263  3.082  4.625  0.00
C  3.180  3.240  2.155  0.01
C  3.475  1.012  3.289  0.00
C  -1.754  3.007  5.650  0.00
C  -2.156  1.824  6.542  0.00
C  -3.019  3.699  5.126  0.00
C  -0.978  4.019  6.496  0.00
C  0.431  -1.853  0.907  0.03
O  0.824  -1.186  -0.193  0.19
C  1.123  -2.993  1.361  -0.02
C  0.593  -3.680  2.449  0.00
C  2.419  -3.457  0.697  0.01
C  3.494  -2.368  0.845  0.02
C  2.151  -3.790  -0.779  0.00
C  2.978  -4.720  1.355  0.00
H  -2.937  -5.016  4.963  0.00
H  -2.625  -5.112  3.223  0.00
H  -3.194  -3.604  3.941  0.00
H  -1.412  -3.649  6.459  0.00
H  -1.623  -2.231  5.428  0.00
H  0.000  -2.828  5.775  0.00
H  -0.719  -5.833  5.505  0.00
H  0.754  -5.081  4.899  0.00
H  -0.287  -6.007  3.804  0.00
H  -2.099  -1.791  3.188  0.00
H  -2.596  1.564  3.468  0.00
H  0.945  3.192  5.202  0.00
H  2.850  4.088  4.718  0.00
H  4.349  3.175  4.581  0.00
H  3.013  2.518  5.525  0.00
H  2.778  4.250  2.247  0.00
H  2.810  2.821  1.223  -0.01
H  4.270  3.307  2.099  0.00
H  3.168  0.380  4.125  0.00
H  4.557  1.153  3.349  0.00
H  3.243  0.487  2.365  0.00
H  -2.711  1.077  5.971  0.00
H  -2.788  2.163  7.366  0.00
H  -1.273  1.338  6.963  0.00
H  -3.698  2.996  4.641  0.00
H  -2.769  4.478  4.405  0.00
H  -3.562  4.156  5.955  0.00
H  -0.121  3.564  6.995  0.00
H  -1.632  4.419  7.272  0.00
H  -0.622  4.853  5.889  0.00
H  1.120  -4.558  2.790  0.00
H  3.156  -1.414  0.453  -0.01
H  4.404  -2.668  0.319  0.00
H  3.744  -2.228  1.899  0.00
H  1.681  -2.953  -1.294  -0.01
H  1.485  -4.652  -0.856  0.00
H  3.086  -4.037  -1.288  0.00
H  3.191  -4.566  2.414  0.00
H  3.916  -4.987  0.864  0.00
H  2.300  -5.570  1.255  0.00
O  -2.816  1.240  -3.813  0.00
As  -2.064  1.802  -2.322  0.03
O  -3.146  1.691  -1.116  0.00
O  -0.710  0.743  -2.200  0.10
C  -1.457  3.532  -2.956  0.01
C  -1.848  3.901  -4.243  0.00
C  -1.507  5.142  -4.757  0.00
C  -0.780  6.039  -3.991  0.00
C  -0.385  5.686  -2.713  0.00
C  -0.720  4.440  -2.200  0.00
S  -0.117  4.115  -0.560  0.01
O  1.320  4.303  -0.622  0.00
O  -0.840  4.922  0.367  0.00
O  -0.446  2.651  -0.398  0.02
H  -3.577  0.708  -3.549  0.00
H  -2.428  3.210  -4.836  0.00
H  -1.816  5.407  -5.760  0.00
H  -0.519  7.011  -4.388  0.00
H  0.191  6.370  -2.103  0.00
N  2.028  1.714  -1.498  0.10
C  3.421  1.193  -1.391  0.01
C  3.881  0.376  -2.585  0.00
C  3.171  -0.965  -2.749  -0.01
N  1.743  -0.762  -2.933  0.03
H  1.751  1.802  -2.472  0.02
H  2.005  2.664  -1.105  0.01
H  3.504  0.618  -0.468  0.00
H  4.084  2.055  -1.292  0.00
H  4.954  0.204  -2.470  0.00
H  3.769  0.978  -3.495  0.00
H  3.300  -1.549  -1.837  0.00
H  3.648  -1.528  -3.562  0.00
H  1.202  -1.607  -2.802  0.00
H  1.522  -0.398  -3.852  0.00

Output
HOMO energy (spin up / spin down), eV: -7.64 / -7.97
2S+1: 4
Relative energy (zero: lowest compared OMol25 entry of this formula, charge and spin), eV: 0.248
Electronic energy, eV: -197775.4655